{
  "formula": "C7H28N10O7",
  "method": "ωB97M-V with the def2-TZVPD basis set",
  "elements": ["H", "H", "H", "O", "H", "H", "H", "N", "H", "N", "N", "O", "C", "H", "N", "H", "O", "H", "H", "N", "N", "O", "H", "H", "H", "C", "H", "H", "H", "C", "O", "H", "H", "H", "N", "H", "H", "C", "H", "N", "H", "N", "C", "H", "H", "O", "C", "H", "C", "O", "H", "N"],
  "positions_angstrom": [[-2.09398, 0.93419, 1.29158], [1.20202, 3.92319, 0.82058], [-0.66198, 0.28219, 3.57658], [-0.48498, 2.36119, -2.72542], [-1.14098, -0.09381, -1.68942], [0.27402, 2.45719, 4.17358], [0.44902, 1.69719, -4.97142], [1.37302, 4.38919, -2.16042], [0.05202, -0.22481, 0.57458], [2.47902, -3.64881, -0.45542], [1.01002, -0.00881, 0.80158], [-1.59898, -2.62081, 1.81458], [1.74702, 0.84019, 0.15958], [-1.30398, -5.12781, 3.88558], [-0.05098, 0.94719, -4.46342], [2.90502, -4.55281, -0.30242], [-1.77398, -0.38681, -0.07042], [2.10402, 1.65319, -1.56442], [3.08902, -2.84681, -0.42442], [-1.06298, -4.31681, 3.35458], [1.39602, 1.06619, -1.05342], [-1.11498, 1.08419, 3.62658], [-0.89198, 3.01419, 3.05058], [0.89102, 2.96219, -0.60542], [-1.08398, 1.51319, -0.05642], [-0.31798, 2.18819, 3.33058], [0.58502, 0.66319, -1.63142], [-2.89198, 1.37719, -0.24542], [1.08202, -1.55681, -0.63942], [-1.85998, -3.79481, 2.48758], [2.84102, 1.55819, 0.71958], [-0.16598, -2.45581, -1.43942], [0.55602, 3.76119, -2.44342], [-0.58398, -0.88881, -3.11142], [0.69602, -2.45881, -0.96042], [-3.49798, -4.23881, 1.47058], [-0.07998, 0.11519, -5.01342], [1.34302, 4.83919, -0.98442], [0.29402, 2.01919, 2.42458], [-0.60198, -0.05481, -2.57042], [1.54302, 5.14419, -2.85942], [-2.75998, -4.65181, 2.03958], [-1.97598, 0.93119, 0.23858], [-2.00198, -0.90481, 0.67958], [-3.06998, -5.53381, 2.60958], [1.66502, 6.08819, -0.55842], [1.24602, -3.63181, -0.81942], [-0.24898, -3.77481, 3.58558], [-0.45498, 1.05819, -3.25342], [0.58502, -4.76381, -1.17442], [1.34302, -0.19581, 1.73958], [1.02502, 3.86519, -0.20842]],
  "multiplicity": 1,
  "relative_energy_kcal_mol": 152.1,
  "lumo_ev": -0.08,
  "mol_weight_da": 364.36,
  "total_energy_ev": -36944.9960,
  "homo_lumo_gap_ev": 8.08,
  "fmax_ev_per_a": 10.138,
  "smiles": "NC(N)=O.NC(N)=O.NC(N)=O.NC(N)=O.NC(N)=O.CO.CO",
  "charge": 0
}